119
Properties=species:S:1:pos:R:3 method="wB97M-V/def2-TZVPD" e_above_lowest_kj_mol=170.4 lumo_ha=-0.093 charge=+1 homo_energy_ev=-8.733
Mg -15.713 -18.095 8.488
C -15.752 -22.635 14.304
C -15.530 -23.279 12.901
C -14.212 -24.062 12.965
C -16.724 -24.250 12.629
C -15.521 -22.152 11.824
C -14.354 -21.642 11.235
C -14.412 -20.591 10.411
N -15.542 -19.931 10.069
C -16.683 -20.384 10.670
C -16.745 -21.489 11.505
C -17.880 -19.523 10.441
C -18.968 -19.614 11.246
C -20.084 -18.770 11.032
C -19.918 -17.800 10.012
C -18.695 -17.721 9.355
N -17.712 -18.588 9.476
C -21.365 -18.892 11.875
C -22.600 -18.835 10.935
C -21.470 -17.862 12.972
C -21.380 -20.301 12.448
H -15.678 -23.461 15.052
H -16.714 -22.156 14.459
H -14.925 -22.001 14.517
H -14.307 -24.967 13.620
H -13.472 -23.372 13.286
H -14.089 -24.430 11.943
H -16.695 -25.067 13.360
H -16.836 -24.660 11.599
H -17.670 -23.753 12.832
H -13.389 -22.141 11.263
H -13.493 -20.234 9.927
H -17.639 -21.925 11.938
H -18.992 -20.432 11.951
H -20.723 -17.154 9.750
H -18.575 -16.961 8.613
H -22.681 -17.966 10.369
H -23.501 -18.974 11.570
H -22.505 -19.529 10.105
H -21.566 -16.843 12.590
H -20.627 -17.970 13.614
H -22.320 -18.137 13.652
H -21.253 -21.078 11.658
H -22.326 -20.448 12.978
H -20.632 -20.529 13.238
N -16.045 -12.947 3.429
C -16.605 -14.159 3.431
S -17.458 -14.706 2.141
C -16.463 -14.970 4.667
C -16.310 -16.328 4.535
C -16.275 -17.190 5.616
N -16.281 -16.729 6.876
C -16.468 -15.428 7.021
C -16.537 -14.526 5.971
H -16.197 -12.383 2.592
H -15.411 -12.610 4.105
H -16.101 -16.809 3.568
H -16.142 -18.208 5.479
H -16.562 -14.978 7.997
H -16.784 -13.486 6.139
C -15.372 -25.778 4.590
C -15.686 -24.457 5.237
C -15.772 -23.247 4.512
C -16.089 -22.051 5.170
C -16.398 -22.094 6.499
C -16.259 -23.253 7.217
C -15.916 -24.433 6.620
S -16.998 -20.742 7.400
C -18.557 -20.419 6.580
O -16.247 -19.459 7.036
H -16.140 -26.476 4.926
H -14.348 -26.057 4.851
H -15.519 -25.665 3.500
H -15.604 -23.249 3.433
H -16.211 -21.209 4.574
H -16.465 -23.228 8.262
H -15.893 -25.349 7.217
H -18.328 -20.105 5.602
H -19.102 -19.626 7.070
H -19.204 -21.253 6.453
C -10.539 -20.878 4.788
C -10.577 -20.564 6.269
O -11.507 -19.445 6.611
P -13.076 -19.886 6.855
O -13.742 -19.837 5.386
C -13.473 -18.939 4.300
C -14.135 -19.369 3.011
O -13.558 -18.396 7.449
C -12.681 -17.152 7.521
C -11.679 -17.316 8.649
H -9.791 -21.676 4.684
H -10.073 -20.048 4.230
H -11.512 -21.148 4.462
H -9.588 -20.234 6.609
H -10.860 -21.441 6.849
H -12.442 -18.873 4.046
H -13.875 -17.908 4.553
H -13.819 -20.329 2.607
H -13.869 -18.618 2.263
H -15.245 -19.472 3.039
H -13.408 -16.387 7.701
H -12.191 -17.027 6.578
H -12.232 -17.851 9.420
H -11.371 -16.339 9.066
H -10.884 -17.993 8.384
Cl -10.134 -13.994 11.270
C -11.755 -14.641 11.057
C -12.553 -14.127 10.074
C -13.832 -14.633 9.778
C -14.265 -15.815 10.446
C -15.508 -16.542 10.101
C -13.375 -16.354 11.373
C -12.143 -15.770 11.726
H -12.244 -13.159 9.611
H -14.474 -14.230 9.034
H -16.367 -15.878 9.893
H -15.910 -17.108 10.982
H -13.569 -17.346 11.787
H -11.593 -16.250 12.521


48
Properties=species:S:1:pos:R:3 method="wB97M-V/def2-TZVPD" e_above_lowest_kj_mol=518.3 lumo_ha=0.019 homo_energy_ev=-8.878
C 4.265 0.686 -2.579
C 3.627 0.057 -1.423
C 3.415 0.821 -0.199
C 2.184 0.429 0.745
C 2.559 0.754 2.207
O 3.444 0.249 2.892
N 1.519 1.444 2.863
S 1.658 1.934 4.514
C 1.489 0.391 5.333
O 0.530 2.852 4.802
O 3.031 2.581 4.770
C 0.341 1.272 2.014
C -0.626 2.394 1.873
C -1.278 2.009 0.582
N -0.335 1.130 -0.102
C -0.646 0.115 -1.060
O 0.249 -0.668 -1.329
O -1.862 0.025 -1.456
C -1.985 -0.516 -2.763
C -2.821 -1.765 -2.900
C -2.489 -2.946 -2.265
C -3.299 -4.129 -2.238
C -4.534 -4.077 -2.946
C -4.792 -2.971 -3.783
C -4.006 -1.838 -3.566
C 0.976 1.303 0.551
H 4.317 0.085 -3.432
H 4.696 1.599 -2.598
H 3.384 -0.965 -1.662
H 4.429 0.731 0.307
H 3.409 1.932 -0.424
H 1.841 -0.621 0.645
H 0.929 0.553 6.278
H 0.948 -0.262 4.697
H 2.565 0.086 5.460
H -0.224 0.294 2.261
H -1.275 2.425 2.712
H -0.090 3.375 1.764
H -1.567 2.841 -0.054
H -2.138 1.440 0.837
H -1.015 -0.811 -3.277
H -2.365 0.405 -3.386
H -1.411 -3.204 -1.971
H -3.058 -4.971 -1.522
H -5.283 -4.859 -2.830
H -5.662 -2.876 -4.406
H -4.401 -1.057 -4.224
H 1.357 2.323 0.287


21
Properties=species:S:1:pos:R:3 method="wB97M-V/def2-TZVPD" e_above_lowest_kj_mol=282.9 lumo_ha=0.018 homo_energy_ev=-7.871
C 1.249 3.094 -1.178
C 0.652 1.955 -0.828
C -0.444 1.360 -1.675
N -0.377 -0.095 -1.806
C 0.755 -0.604 -2.446
C 1.068 -1.902 -2.298
H 1.934 3.494 -0.436
H 1.065 3.671 -2.072
H 0.688 1.598 0.190
H -1.439 1.658 -1.340
H -0.400 1.811 -2.671
H -0.704 -0.579 -1.002
H 1.369 0.119 -2.960
H 0.522 -2.541 -1.620
H 1.845 -2.371 -2.879
O -3.399 -4.308 3.902
H -2.889 -3.681 4.418
H -2.819 -5.024 3.565
O 0.168 0.929 4.098
H 0.009 0.576 4.978
H 1.145 0.840 4.061


50
Properties=species:S:1:pos:R:3 method="wB97M-V/def2-TZVPD" lumo_ha="-0.038 / -0.228" s2=0.753 spin_multiplicity=2 homo_energy_ev="-10.161 / -10.134"
Ag -0.465 -2.984 -1.001
C -1.138 4.917 2.379
C 0.035 3.989 2.595
C 0.184 2.936 1.534
C 1.331 2.071 2.027
N 1.660 0.812 1.041
C 1.865 1.123 -0.420
C 2.618 -0.125 -0.880
C 3.562 -0.568 0.253
C 2.998 0.109 1.472
C 0.463 -0.227 1.253
H -2.004 4.290 2.169
H -0.832 5.658 1.641
H -1.450 5.440 3.283
H -0.177 3.567 3.577
H 1.019 4.431 2.755
H 0.377 3.367 0.552
H -0.710 2.318 1.448
H 1.172 1.553 2.973
H 2.299 2.563 1.933
H 0.847 1.232 -0.792
H 2.524 1.985 -0.520
H 1.966 -0.916 -1.254
H 3.289 0.134 -1.699
H 3.534 -1.657 0.273
H 4.609 -0.340 0.052
H 2.720 -0.516 2.321
H 3.636 0.942 1.769
H 0.616 -1.136 0.673
H -0.509 0.190 0.988
H 0.544 -0.630 2.263
Cl 1.715 -3.905 0.417
N -0.474 -1.521 -2.812
S -0.670 -0.192 -3.420
O -1.797 0.067 -4.347
O 0.536 0.552 -3.574
F -1.169 0.499 -2.106
S -0.628 -2.421 -4.251
O 0.275 -2.071 -5.348
O -1.988 -2.857 -4.637
F 0.001 -3.801 -3.672
N -2.577 -3.084 -0.153
S -3.628 -2.107 0.288
O -3.748 -2.046 1.757
O -4.819 -1.884 -0.501
F -2.681 -0.824 0.118
S -3.675 -4.294 -0.519
O -4.192 -4.389 -1.868
O -4.531 -4.766 0.553
F -2.532 -5.486 -0.586


92
Properties=species:S:1:pos:R:3 method="wB97M-V/def2-TZVPD" e_above_lowest_kj_mol=143.8 lumo_ha=0.070 charge=-1 homo_energy_ev=-3.306
Cs -0.561 -0.926 1.619
C -0.441 -5.838 -3.184
C -1.513 -5.149 -2.644
C -1.430 -3.782 -2.409
C -0.268 -3.093 -2.718
C 0.807 -3.789 -3.263
C 0.726 -5.151 -3.492
C -0.105 -1.589 -2.459
C 1.099 -1.331 -1.537
C 2.010 -0.331 -1.598
C 2.738 -0.300 -0.366
C 2.315 -1.283 0.463
N 1.306 -1.990 -0.310
C 2.663 -1.499 1.898
C 2.314 -0.504 2.794
C 2.721 -0.409 4.222
C 2.101 0.660 4.732
C 1.253 1.239 3.649
C 0.283 2.210 3.834
C 0.305 2.995 5.086
C -0.864 3.183 5.837
C -0.859 3.917 7.010
C 0.323 4.487 7.473
C 1.486 4.317 6.741
C 1.475 3.590 5.559
C -0.789 2.498 2.861
N -1.122 1.675 1.900
C -2.212 2.213 1.207
C -2.847 1.658 0.110
C -4.117 2.358 -0.261
C -5.247 2.228 0.540
C -6.429 2.874 0.204
C -6.489 3.666 -0.932
C -5.364 3.805 -1.734
C -4.189 3.148 -1.405
C -2.511 0.568 -0.789
C -3.348 0.116 -1.836
C -2.611 -0.802 -2.575
C -1.357 -0.867 -1.940
N -1.284 -0.063 -0.881
C -2.537 3.480 1.842
C -1.648 3.675 2.846
N 1.483 0.538 2.513
C 3.421 -2.714 2.221
C 4.318 -3.249 1.286
C 5.023 -4.411 1.548
C 4.850 -5.080 2.753
C 3.947 -4.579 3.679
C 3.233 -3.423 3.412
H -0.511 -6.904 -3.357
H -2.424 -5.677 -2.391
H -2.261 -3.253 -1.964
H 1.718 -3.250 -3.500
H 1.577 -5.675 -3.908
H 2.086 0.366 -2.415
H 3.469 0.431 -0.062
H 3.405 -1.073 4.725
H 2.154 1.018 5.748
H -1.783 2.731 5.487
H -1.780 4.035 7.567
H 0.329 5.063 8.390
H 2.412 4.767 7.080
H 2.382 3.486 4.976
H -5.186 1.617 1.432
H -7.301 2.757 0.836
H -7.409 4.173 -1.194
H -5.404 4.424 -2.621
H -3.312 3.241 -2.033
H -4.359 0.434 -2.034
H -2.919 -1.328 -3.465
H -3.311 4.168 1.537
H -1.582 4.533 3.496
H 4.463 -2.728 0.348
H 5.713 -4.797 0.808
H 5.396 -5.993 2.955
H 3.777 -5.108 4.609
H 2.489 -3.080 4.118
O 0.576 -3.363 1.199
N 0.397 -2.931 0.086
C 0.238 -0.947 -3.744
C 0.530 -0.423 -4.785
C 0.885 0.203 -6.022
C 1.262 1.550 -6.022
C 1.625 2.175 -7.202
C 1.616 1.468 -8.398
C 1.237 0.133 -8.405
C 0.873 -0.498 -7.227
H 1.260 2.096 -5.088
H 1.915 3.217 -7.187
H 1.902 1.956 -9.320
H 1.225 -0.422 -9.334
H 0.577 -1.538 -7.228


12
Properties=species:S:1:pos:R:3 method="wB97M-V/def2-TZVPD" e_above_lowest_kj_mol=304.8 lumo_ha=0.032 homo_energy_ev=-8.093
C 0.106 -0.021 -1.191
C 0.462 -0.003 0.272
C -0.640 0.012 1.274
N 1.671 0.034 0.615
O 1.877 0.046 1.826
H 0.338 0.939 -1.659
H -0.953 -0.214 -1.321
H 0.665 -0.792 -1.723
H -1.041 -0.994 1.407
H -1.444 0.662 0.935
H -0.253 0.355 2.232
H 2.456 0.040 -0.060


51
Properties=species:S:1:pos:R:3 method="wB97M-V/def2-TZVPD" e_above_lowest_kj_mol=97.7 lumo_ha="-0.484 / -0.526" s2=2.421 charge=+3 spin_multiplicity=3 homo_energy_ev="-18.983 / -18.783"
C 0.003 0.262 -4.765
C 0.016 1.343 -3.677
H 0.006 0.708 -5.780
H -0.897 -0.365 -4.675
H 0.891 -0.383 -4.678
O 0.031 2.508 -3.930
I -0.031 -3.016 -1.226
W -0.001 -0.180 -1.575
P 2.327 -0.107 -0.980
C 2.669 1.315 0.107
C 2.753 -1.527 0.078
H 3.776 -1.355 0.417
H 4.520 -0.052 -1.979
H 2.697 -2.462 -0.490
H 3.422 -1.086 -2.936
H 2.102 1.234 1.043
H 2.086 -1.609 0.942
C 3.497 -0.151 -2.364
H 3.742 1.285 0.329
H 3.290 0.672 -3.059
H 2.402 2.264 -0.371
P -2.329 -0.065 -0.977
C -2.642 1.365 0.109
C -3.503 -0.090 -2.358
H -2.740 -2.413 -0.481
H -3.800 -1.287 0.425
H -2.113 -1.567 0.948
C -2.779 -1.476 0.085
H -3.445 -1.027 -2.930
H -4.523 0.027 -1.972
H -3.716 1.358 0.331
H -2.356 2.308 -0.370
H -3.282 0.728 -3.054
H -2.077 1.274 1.045
C 0.015 1.933 -1.497
O 0.025 3.081 -1.264
C -1.285 0.486 3.658
C -0.002 -0.243 3.250
C 1.280 0.485 3.657
C -0.003 -1.627 3.896
C -0.002 -0.337 1.777
C 0.001 -0.260 0.523
H -1.390 0.547 4.747
H -2.151 -0.064 3.282
H -1.326 1.504 3.260
H 1.385 0.549 4.745
H 2.145 -0.067 3.283
H 1.322 1.501 3.256
H -0.891 -2.190 3.604
H 0.884 -2.190 3.604
H -0.004 -1.543 4.986


55
Properties=species:S:1:pos:R:3 method="wB97M-V/def2-TZVPD" lumo_ha=-0.011 homo_energy_ev=-9.189
K -0.415 -0.055 0.548
N 2.337 -0.769 1.417
S 3.232 -1.105 0.215
O 3.415 -2.534 -0.058
O 4.220 -0.099 -0.242
F 2.079 -0.775 -0.858
S 3.631 -1.002 2.461
O 4.664 0.018 2.476
O 4.053 -2.320 2.846
F 2.826 -0.492 3.802
C 2.358 3.014 0.640
C 2.078 2.614 2.052
O 1.273 1.494 2.310
H 2.930 2.208 0.180
H 2.979 3.906 0.558
H 1.426 3.104 0.082
H 1.554 3.454 2.508
H 3.040 2.528 2.558
H 1.811 0.711 2.173
C -2.001 3.446 -0.654
O -1.489 2.556 -0.076
N -1.382 4.401 -1.248
N -3.303 3.528 -0.864
H -1.854 5.120 -1.777
H -0.372 4.416 -1.241
H -3.826 2.696 -0.627
H -3.754 4.363 -1.210
C -3.242 -2.529 1.186
O -2.431 -2.247 0.383
N -4.083 -3.531 1.017
N -3.497 -1.857 2.262
H -3.984 -3.959 0.108
H -4.685 -3.794 1.785
H -2.864 -1.121 2.538
H -4.200 -2.232 2.883
C 0.185 -3.592 2.005
O -0.653 -4.322 2.492
N 0.306 -2.386 2.313
N 1.014 -3.987 1.062
H 1.024 -1.789 1.929
H -0.292 -1.999 3.028
H 1.002 -4.930 0.700
H 1.745 -3.337 0.811
C -1.030 -0.508 -4.641
C -0.233 0.059 -3.472
C -0.167 1.613 -3.313
O -0.885 -0.443 -2.303
H -0.703 -0.104 -5.599
H -2.102 -0.341 -4.541
H -0.772 -1.563 -4.728
H 0.825 -0.202 -3.478
H -1.197 1.967 -3.283
H 0.222 2.135 -4.187
H 0.374 1.905 -2.413
H -1.188 -1.329 -2.514